The following is a DFT calculation (ωB97M-V/def2-TZVPD) of C64H53N7S2TeV as an isolated structure in a non-equilibrium geometry.

As for the expectation value of S²: 0.7981. The largest force on an atom comes out at 2.6 eV/Å. The calculation puts the HOMO energy (alpha / beta) at -6.23 / -6.31 eV. The value obtained for the relative energy (zero: lowest compared OMol25 entry of this formula, charge and spin) is 0.652 eV. Its spin multiplicity is 2.

Each line ends with the Mulliken charge.
Element x y z (Å)
Te -3.26 2.53 -0.82  0.574
V 0.75 -0.89 -0.70  -1.077
S 3.07 -2.53 1.19  0.580
S -1.58 0.48 4.01  -0.609
N 2.83 0.97 -3.20  -0.157
N -0.89 -1.42 -1.45  1.323
N 1.60 -1.33 -2.36  0.898
N 1.22 0.66 -0.18  -0.148
N 2.89 -1.35 -2.70  -1.469
N -1.45 0.80 1.47  1.064
N 2.51 -1.72 -0.06  0.947
C 1.39 -3.55 -3.43  -0.414
C -7.55 2.88 -1.51  -0.987
C -5.38 2.46 -0.56  0.161
C 3.54 2.06 -3.51  -0.553
C -5.10 -1.20 -1.31  -0.591
C -9.67 2.55 -0.21  -1.577
C 6.91 -1.54 0.29  -0.617
C 1.29 4.36 -2.43  -0.899
C 3.26 -5.96 -0.95  -0.861
C -3.35 4.05 3.25  -0.582
C 3.04 3.75 -0.37  -0.213
C 4.92 2.15 -3.47  -0.737
C 2.36 5.20 -2.15  -0.505
C -0.22 -3.55 3.30  -1.522
C 0.10 -4.10 2.08  -0.596
C -4.39 -1.43 -0.14  -0.939
C -2.30 -1.31 -1.34  -1.343
C 1.95 2.91 -0.63  0.461
C 5.66 -2.14 0.25  -0.405
C 1.64 3.52 3.63  -0.977
C 5.15 -1.21 2.42  -0.477
C 3.47 -4.20 0.65  0.496
C 6.41 -0.63 2.47  -0.721
C -1.10 -0.05 2.39  0.176
C 4.50 -6.32 1.08  -0.772
C -0.72 -4.69 -3.18  -0.941
C 4.21 -5.02 1.49  -0.579
C 1.53 3.29 2.26  0.072
C 2.22 1.01 2.60  0.888
C -0.52 -2.20 3.36  -0.784
C -2.40 3.11 1.16  -0.447
C 3.52 -0.15 -2.89  0.431
C -5.99 1.98 0.61  0.990
C -0.47 -1.38 2.22  -0.167
C 4.79 -1.96 1.32  0.524
C 1.66 1.76 0.27  -0.511
C 4.01 -6.79 -0.14  -0.553
C 7.28 -0.79 1.40  -0.563
C 5.62 1.00 -3.12  -0.607
C 0.04 -1.89 0.99  1.845
C -5.54 3.26 -2.96  -1.882
C 2.34 1.25 3.96  -0.913
C -3.02 -1.09 -2.52  0.318
C -2.83 2.99 4.03  -1.014
C 0.90 -2.47 -2.65  0.302
C -3.17 4.13 1.91  -0.790
C 0.25 -3.28 0.98  0.130
C -2.18 1.95 3.36  1.626
C 1.11 3.20 -1.69  -0.115
C -6.17 2.87 -1.64  0.903
C -2.01 1.93 1.97  -0.982
C -1.23 -3.65 -2.45  -0.755
C 4.93 -0.16 -2.85  -0.298
C 2.99 -4.65 -0.57  0.158
C -0.44 -2.50 -2.18  0.379
C -5.22 1.38 1.75  -0.983
C 3.26 4.87 -1.14  -0.960
C 1.83 2.03 1.74  -0.074
C 2.05 2.51 4.48  -0.723
C 0.59 -4.63 -3.69  -0.624
C -4.41 -1.03 -2.50  -0.957
C -7.38 2.01 0.70  -0.952
C -8.17 2.49 -0.33  0.616
C -3.00 -1.49 -0.16  0.433
H -6.18 -1.16 -1.30  0.381
H -5.82 0.65 2.28  0.520
H -2.48 -0.98 -3.45  0.528
H -10.15 1.81 -0.85  0.319
H -4.80 4.04 -2.81  0.375
H -4.91 -1.57 0.79  0.435
H 5.44 -1.09 -2.62  0.450
H 1.20 4.08 1.61  0.578
H -0.29 -4.17 4.19  0.392
H 1.39 4.50 4.03  0.449
H 5.37 -2.75 -0.60  0.413
H -10.05 3.53 -0.51  0.370
H 0.97 -5.44 -4.30  0.483
H 2.14 2.69 5.54  0.413
H 2.63 0.45 4.63  0.458
H -4.91 2.15 2.46  0.411
H 3.71 3.51 0.45  0.585
H -5.03 2.40 -3.40  0.317
H -0.85 -1.78 4.30  0.569
H 4.23 -7.80 -0.44  0.400
H -2.24 -3.68 -2.08  0.542
H 4.57 -4.65 2.44  0.458
H 0.25 -5.17 1.98  0.492
H 5.10 -6.96 1.72  0.397
H 2.41 0.04 2.19  0.269
H -4.95 -0.88 -3.43  0.447
H -1.51 3.57 0.71  0.306
H 0.53 -3.76 0.04  0.236
H 2.87 -6.33 -1.90  0.514
H 2.51 6.10 -2.75  0.398
H -6.29 3.61 -3.66  0.401
H 6.71 -0.05 3.33  0.440
H -8.15 3.21 -2.35  0.363
H -1.34 -5.55 -3.37  0.418
H 8.26 -0.32 1.42  0.403
H -3.55 4.97 1.35  0.469
H 6.71 1.02 -3.08  0.409
H 2.95 2.91 -3.84  0.653
H 0.33 2.50 -1.95  0.522
H 7.59 -1.66 -0.54  0.434
H 4.12 5.50 -0.95  0.425
H 0.61 4.60 -3.23  0.424
H -9.99 2.37 0.82  0.353
H -4.32 0.88 1.38  -0.535
H -3.90 4.84 3.76  0.396
H 3.19 -1.71 -0.84  -0.303
H -2.45 -1.71 0.75  0.497
H 2.39 -3.47 -3.82  0.479
H 2.42 -4.00 -1.21  -0.202
H 4.45 -1.08 3.24  0.470
H 5.42 3.07 -3.73  0.418
H -7.85 1.65 1.61  0.354
H -2.95 2.98 5.10  0.435